C35H22ClHfN6O7S2 as an isolated structure in a non-equilibrium geometry. Source: the Open Molecules 2025 dataset; level of theory: ωB97M-V/def2-TZVPD.

Output
- Frontier orbital gap: 4.6398 eV
- Charge: -1
- HOMO level: -0.2071 Ha

The geometry in XYZ format:
```
74
Properties=species:S:1:pos:R:3:mulliken_charge:R:1
Hf -11.723 -1.375 15.143 1.1530
S -13.921 -2.354 14.169 -0.3441
C -13.894 -3.890 14.922 0.7882
C -15.106 -4.527 15.288 -1.2593
C -15.104 -5.695 16.038 0.7858
C -16.353 -6.300 16.369 -0.1938
N -17.357 -6.841 16.663 -0.5736
C -13.905 -6.293 16.398 0.6660
C -12.706 -5.735 15.988 -1.0058
C -12.647 -4.565 15.206 0.4083
S -11.121 -3.977 14.679 -0.5022
C -13.849 -7.435 17.262 -0.2625
N -13.773 -8.354 17.996 -0.5748
H -16.035 -4.081 15.017 0.5332
H -11.807 -6.273 16.274 0.4942
C -13.473 -0.043 9.591 -0.3894
C -13.736 0.535 10.844 -0.7503
C -12.981 0.187 11.966 0.4873
C -11.887 -0.681 11.859 -0.0204
C -11.592 -1.242 10.580 -0.3637
C -12.404 -0.966 9.470 -0.6779
N -11.072 -1.017 12.939 0.9284
N -9.924 -1.531 12.599 -0.6574
C -8.992 -1.585 13.554 0.1264
C -7.639 -1.802 13.080 -0.5610
C -6.631 -1.928 13.999 -0.3903
C -6.974 -1.866 15.378 -0.6721
C -8.318 -1.723 15.750 -0.5184
N -9.342 -1.609 14.835 0.0489
H -13.996 0.286 8.700 0.3850
H -14.508 1.327 10.950 0.3641
H -13.183 0.557 12.978 0.1894
H -10.698 -1.893 10.571 0.3622
H -12.222 -1.477 8.530 0.3747
H -7.492 -1.962 12.006 0.4575
H -5.604 -2.074 13.639 0.3775
H -6.247 -1.838 16.200 0.4544
H -8.581 -1.708 16.786 0.5569
O -16.592 1.963 19.238 -0.7098
C -15.662 2.629 18.756 0.4589
O -15.135 3.735 19.037 -0.7463
C -15.062 1.853 17.675 0.3021
C -15.544 0.533 17.352 -0.8289
C -14.860 -0.293 16.445 -0.0502
N -13.666 0.094 15.932 0.2127
C -13.267 1.369 16.168 0.8867
C -13.908 2.259 17.031 -0.9112
C -12.026 1.717 15.430 0.1136
O -11.642 2.860 15.245 -0.6748
O -11.410 0.592 14.957 -0.7187
H -16.494 0.131 17.793 0.3904
H -15.250 -1.258 16.074 0.2175
H -13.434 3.252 17.107 0.4922
C -10.298 -4.303 21.810 -1.3857
C -9.440 -3.227 21.238 0.3982
C -8.103 -3.090 21.546 -0.5039
C -7.303 -2.038 21.060 0.2150
Cl -5.633 -2.125 21.345 -0.2495
C -7.927 -1.049 20.284 -0.9663
C -9.233 -1.211 19.892 -0.4284
C -10.002 -2.268 20.352 0.9830
O -11.305 -2.492 19.958 -0.4785
C -12.002 -1.543 19.174 -1.3325
C -11.785 -1.604 17.699 1.8969
O -12.614 -2.220 16.912 -0.4859
O -10.774 -1.047 17.132 -0.4089
H -10.026 -4.616 22.854 0.3840
H -10.338 -5.197 21.194 0.2944
H -11.324 -3.922 21.863 0.3261
H -7.624 -3.837 22.153 0.4319
H -7.300 -0.248 19.916 0.4326
H -9.652 -0.513 19.140 0.3531
H -11.736 -0.517 19.444 0.5033
H -13.068 -1.756 19.369 0.3630
```

C35H22ClIMnN2O4PS2 as an isolated structure. Source: the Open Molecules 2025 dataset; level of theory: ωB97M-V/def2-TZVPD.

Output
- 2S+1: 6
- Frontier orbital gap (alpha / beta): 6.2923 / 6.9522 eV
- Charge: -1
- HOMO level (alpha / beta): -0.1475 / -0.1758 Ha

The geometry in XYZ format:
```
69
Properties=species:S:1:pos:R:3:mulliken_charge:R:1
Mn 0.675 -1.236 -0.636 0.0719
O -0.184 -3.532 -2.431 -0.6594
C -0.598 -2.593 -1.754 -0.3100
C -2.091 -2.278 -1.854 0.0903
C -2.828 -2.743 -2.940 -0.6991
C -4.145 -2.362 -3.118 -0.5703
C -4.742 -1.497 -2.205 -0.6929
C -4.024 -1.036 -1.114 -0.3129
C -2.698 -1.428 -0.921 0.6509
P -1.709 -0.903 0.538 1.4663
C -2.545 0.630 1.048 0.2786
C -2.473 1.718 0.177 -0.2791
C -3.053 2.927 0.519 -0.7711
C -3.687 3.074 1.746 -0.4714
C -3.736 2.006 2.627 -0.6779
C -3.171 0.786 2.280 -0.4887
C -2.213 -2.109 1.818 0.0632
C -3.484 -2.685 1.849 -0.1645
C -3.832 -3.560 2.864 -0.7146
C -2.912 -3.870 3.861 -0.4552
C -1.650 -3.300 3.837 -0.7622
C -1.297 -2.422 2.818 0.0587
H -2.325 -3.400 -3.641 0.4676
H -4.709 -2.722 -3.970 0.3737
H -5.768 -1.177 -2.348 0.4099
H -4.491 -0.353 -0.413 0.4897
H -1.943 1.620 -0.764 0.5050
H -2.989 3.764 -0.165 0.4300
H -4.126 4.025 2.021 0.3462
H -4.211 2.120 3.594 0.3561
H -3.212 -0.043 2.975 0.3294
H -4.201 -2.453 1.072 0.3513
H -4.819 -4.004 2.879 0.4038
H -3.183 -4.558 4.652 0.3631
H -0.929 -3.537 4.609 0.4211
H -0.312 -1.970 2.798 0.1336
Cl 5.341 2.844 -4.039 -0.3154
C 3.947 2.222 -3.186 0.5908
C 3.061 3.091 -2.616 -0.4793
C 1.949 2.628 -1.898 -0.5746
I 0.649 3.988 -1.015 0.0496
C 1.699 1.270 -1.712 0.4282
O 0.724 0.790 -1.027 -0.0540
C 2.639 0.368 -2.348 0.3486
N 2.383 -0.950 -2.174 -0.4779
C 3.175 -1.843 -2.714 -0.4686
C 4.310 -1.483 -3.461 -0.8234
C 4.601 -0.159 -3.637 -0.9619
C 3.757 0.824 -3.078 0.4695
H 3.227 4.156 -2.709 0.4549
H 2.908 -2.882 -2.556 0.5281
H 4.938 -2.254 -3.886 0.4091
H 5.472 0.149 -4.200 0.4156
O 1.591 1.968 4.302 -0.7559
S 1.233 1.776 2.923 1.1435
O 0.076 2.454 2.419 -0.4867
N 1.136 0.152 2.594 -0.3846
C 2.082 -0.223 1.793 0.2747
S 2.267 -1.828 1.186 -0.4703
C 3.028 0.861 1.369 0.3999
C 4.136 0.774 0.544 -0.3852
C 4.832 1.941 0.256 -0.5324
C 4.422 3.165 0.778 -0.5250
C 3.314 3.249 1.614 -0.8258
C 2.645 2.077 1.895 0.1914
H 4.430 -0.185 0.136 0.4827
H 5.693 1.905 -0.401 0.4273
H 4.968 4.064 0.521 0.4238
H 2.984 4.196 2.020 0.4519
```

A 2-piece molecular cluster, C35H24BF9 overall in a non-equilibrium geometry. Source: the Open Molecules 2025 dataset; level of theory: ωB97M-V/def2-TZVPD.

Output
- Frontier orbital gap: 6.6808 eV
- HOMO level: -0.2757 Ha

The geometry in XYZ format:
```
69
Properties=species:S:1:pos:R:3:mulliken_charge:R:1
F -13.028 -7.513 5.977 -0.2774
C -11.830 -7.697 5.286 0.6313
C -11.180 -8.929 5.464 -0.8249
C -10.416 -9.372 4.379 -0.3462
F -9.895 -10.641 4.479 -0.2941
C -10.380 -8.712 3.124 1.6022
B -10.214 -9.534 1.867 0.1335
C -9.312 -10.782 1.814 0.3633
C -7.937 -10.780 2.049 0.2940
F -7.387 -9.558 2.388 0.1286
C -7.159 -11.924 1.932 -0.9990
C -7.846 -13.117 1.680 0.4935
F -7.132 -14.299 1.715 -0.3151
C -9.226 -13.184 1.485 -0.9075
C -9.929 -11.988 1.503 0.2881
F -11.287 -11.920 1.246 -0.2896
C -10.675 -9.039 0.506 0.8549
C -9.874 -8.784 -0.614 -0.2746
F -8.511 -8.645 -0.452 -0.3194
C -10.430 -8.600 -1.867 -0.6862
C -11.816 -8.661 -1.948 0.4955
F -12.391 -8.895 -3.181 -0.2973
C -12.659 -8.624 -0.829 -0.7718
C -12.049 -8.862 0.389 0.3107
F -12.803 -9.007 1.533 -0.3100
C -10.815 -7.360 3.188 -0.3244
F -10.767 -6.613 2.044 -0.3654
C -11.506 -6.810 4.267 -0.8111
H -11.404 -9.581 6.311 0.4371
H -6.080 -11.862 2.056 0.4919
H -9.753 -14.113 1.338 0.5049
H -9.789 -8.481 -2.741 0.4862
H -13.734 -8.502 -0.884 0.4553
H -11.933 -5.806 4.225 0.4659
C -8.135 0.604 -2.445 -1.3060
C -7.675 -0.696 -1.845 0.7991
C -7.933 -1.902 -2.535 -0.4173
C -7.797 -3.134 -1.906 -0.6952
C -7.315 -3.198 -0.578 0.3524
C -7.375 -4.367 0.225 -0.6039
C -6.934 -4.379 1.514 -0.2114
C -6.730 -5.687 2.189 -0.3207
C -5.716 -5.864 3.296 0.4859
C -5.507 -7.150 3.807 -0.5522
C -4.797 -7.382 4.987 -0.6575
C -4.234 -6.289 5.677 0.9227
C -3.305 -6.379 6.850 -1.2099
C -4.404 -5.019 5.119 -0.7379
C -5.101 -4.779 3.933 -0.7517
C -6.743 -2.009 -0.031 -0.5381
C -6.981 -0.767 -0.614 -0.6444
H -7.893 1.460 -1.807 0.3388
H -7.705 0.713 -3.457 0.3174
H -9.238 0.576 -2.550 0.2906
H -8.279 -1.868 -3.576 0.3436
H -8.025 -4.072 -2.415 0.3853
H -7.970 -5.245 -0.173 0.2008
H -7.095 -3.494 2.171 0.5897
H -7.666 -5.667 2.642 0.1218
H -6.720 -6.521 1.406 0.2681
H -5.970 -8.000 3.318 0.4911
H -4.620 -8.408 5.308 0.3963
H -3.025 -5.353 7.122 0.3371
H -3.782 -6.883 7.699 0.3152
H -2.366 -6.914 6.614 0.2737
H -3.863 -4.190 5.558 0.2181
H -5.208 -3.782 3.518 0.3851
H -6.120 -2.116 0.867 0.4781
H -6.640 0.130 -0.086 0.3122
```

C35H24Br2MoN9O7S as an isolated structure. Source: the Open Molecules 2025 dataset; level of theory: ωB97M-V/def2-TZVPD.

Output
- Frontier orbital gap: 5.5623 eV
- Charge: -1
- HOMO level: -0.1937 Ha

The geometry in XYZ format:
```
79
Properties=species:S:1:pos:R:3:mulliken_charge:R:1
Mo -0.567 -0.834 -0.161 -0.1119
C 0.653 1.858 -3.355 -1.0464
C -0.397 1.870 -4.263 -0.3225
C -1.586 1.268 -3.914 -0.7111
C -1.718 0.638 -2.675 0.2336
N -0.683 0.607 -1.807 0.5769
C 0.462 1.225 -2.148 -0.0731
N -2.989 0.123 -2.416 -0.5530
C -3.347 -0.196 -1.229 -0.0484
N -2.561 -0.220 -0.104 0.2038
C -3.360 -0.187 1.025 0.0108
N -3.014 0.093 2.222 -0.5763
C -1.733 0.611 2.438 0.1739
C -1.528 1.263 3.651 -0.6584
C -0.353 1.953 3.869 -0.3447
C 0.595 2.005 2.858 -0.8759
C 0.349 1.301 1.699 -0.2519
N -0.762 0.580 1.505 0.5277
C -4.754 -0.453 0.581 0.4767
C -5.911 -0.665 1.302 -0.3611
C -7.073 -0.913 0.577 -0.5952
C -7.067 -0.927 -0.817 -0.6322
C -5.897 -0.689 -1.534 -0.4027
C -4.747 -0.463 -0.806 0.4475
H 1.612 2.302 -3.577 0.4817
H -0.288 2.340 -5.232 0.4177
H -2.443 1.257 -4.570 0.5140
H 1.272 1.154 -1.436 0.1432
H -2.321 1.220 4.382 0.5294
H -0.180 2.449 4.815 0.4176
H 1.526 2.541 2.969 0.4794
H 1.084 1.267 0.905 0.1654
H -5.903 -0.649 2.384 0.5480
H -8.000 -1.101 1.104 0.4115
H -7.988 -1.129 -1.348 0.4160
H -5.880 -0.689 -2.616 0.5392
O 8.515 -2.075 8.230 -0.6789
S 7.118 -2.067 7.853 1.1746
O 6.643 -3.282 7.223 -0.6721
O 6.216 -1.501 8.845 -0.6887
C 7.001 -0.801 6.549 0.1321
N 7.811 0.256 6.642 -0.4884
C 7.607 1.234 5.774 -0.2877
C 6.622 1.190 4.801 -0.7172
C 5.864 0.028 4.761 0.3494
N 6.050 -0.958 5.629 -0.3870
C 4.766 -0.163 3.771 1.2135
C 3.749 -1.075 4.024 -0.7898
C 2.706 -1.186 3.117 -0.5224
N 2.616 -0.462 2.001 0.2544
C 3.619 0.376 1.744 -0.1583
C 4.705 0.559 2.583 -1.2258
H 8.256 2.101 5.862 0.4085
H 6.454 2.020 4.130 0.3275
H 3.787 -1.678 4.921 0.5819
H 1.887 -1.875 3.297 0.4019
H 3.558 0.927 0.808 0.4129
H 5.492 1.246 2.302 0.3540
Br 4.802 -5.370 -3.918 -0.1967
C 3.718 -4.705 -2.520 -0.0241
C 3.183 -5.585 -1.589 -0.2088
N 2.405 -5.191 -0.588 -0.6572
C 2.129 -3.893 -0.488 -0.2784
C 2.635 -2.947 -1.372 0.3624
C 3.456 -3.356 -2.413 -0.6211
C 2.338 -1.499 -1.218 0.1514
O 3.023 -0.612 -1.663 -0.6276
O 1.245 -1.252 -0.503 0.7871
H 3.396 -6.645 -1.659 0.3701
H 1.481 -3.588 0.325 0.5270
H 3.864 -2.632 -3.105 0.5585
C -3.102 -3.496 -0.503 -0.5199
O -2.265 -3.189 -1.623 -0.3485
C -1.306 -2.264 -1.538 0.9583
O -0.519 -2.160 -2.460 -0.6252
H -4.068 -3.777 -0.918 0.2461
H -3.208 -2.649 0.166 0.1555
H -2.671 -4.324 0.054 0.3106
Br -0.789 -2.504 1.799 -0.4629
```

C35H25AsBF2N8ORe as an isolated structure in a non-equilibrium geometry. Source: the Open Molecules 2025 dataset; level of theory: ωB97M-V/def2-TZVPD.

Output
- 2S+1: 2
- Frontier orbital gap (alpha / beta): 3.8522 / 4.0729 eV
- Charge: +1
- HOMO level (alpha / beta): -0.3402 / -0.3380 Ha

The geometry in XYZ format:
```
74
Properties=species:S:1:pos:R:3:mulliken_charge:R:1
Re -0.383 0.476 0.057 0.3308
C -2.756 1.476 -5.988 -0.6698
C -3.985 1.216 -5.385 -0.6643
C -4.066 0.847 -4.052 -0.2737
C -2.883 0.753 -3.335 0.1332
C -2.618 0.482 -1.940 0.2429
N -3.541 0.265 -1.031 -0.6063
C -3.348 0.090 0.254 0.0200
C -4.401 0.016 1.244 0.2934
C -5.778 0.132 1.146 -0.3426
C -6.505 0.155 2.327 -0.6278
C -5.883 0.044 3.569 -0.6357
C -4.507 -0.088 3.676 -0.2488
C -3.767 -0.092 2.504 0.2721
C -2.343 -0.077 2.249 -0.1279
N -1.419 -0.092 3.181 -0.5321
C -0.132 0.112 3.020 0.1219
N 0.507 0.388 1.839 0.2388
C 1.830 0.653 2.084 -0.2733
N 2.747 0.927 1.184 -0.3452
C 2.559 1.028 -0.114 -0.5113
N 1.367 0.899 -0.781 0.6198
C 1.578 1.013 -2.132 0.0053
N 0.661 1.009 -3.072 -0.5166
C -0.635 0.862 -2.908 -0.0786
N -1.266 0.573 -1.725 0.0253
C -1.634 1.003 -3.949 0.1559
C -1.565 1.367 -5.285 -0.2062
C 2.996 1.186 -2.360 0.3447
C 3.750 1.293 -3.519 -0.1218
C 5.123 1.424 -3.388 -0.7510
C 5.734 1.450 -2.133 -0.6897
C 4.990 1.352 -0.966 -0.3622
C 3.615 1.215 -1.087 0.3385
C 2.068 0.545 3.507 0.3626
C 3.193 0.750 4.290 -0.3122
C 3.071 0.559 5.658 -0.6593
C 1.857 0.187 6.234 -0.7558
C 0.718 0.015 5.463 -0.1280
C 0.833 0.185 4.093 0.0056
N -2.135 0.042 0.897 0.0315
H -2.736 1.780 -7.024 0.4278
H -4.890 1.320 -5.964 0.4233
H -5.011 0.653 -3.572 0.5754
H -6.257 0.226 0.185 0.5672
H -7.576 0.282 2.286 0.4157
H -6.484 0.080 4.466 0.4116
H -4.019 -0.152 4.636 0.5700
H -0.620 1.580 -5.758 0.5687
H 3.276 1.264 -4.487 0.5782
H 5.738 1.508 -4.272 0.4243
H 6.806 1.561 -2.073 0.4364
H 5.451 1.382 0.009 0.5865
H 4.122 1.068 3.842 0.5783
H 3.925 0.726 6.296 0.4271
H 1.805 0.045 7.304 0.4338
H -0.235 -0.225 5.904 0.5837
C 3.205 -2.250 -0.148 -1.0212
As 1.414 -2.983 -0.436 0.6038
C 1.195 -4.423 0.867 -1.1109
C 1.433 -3.810 -2.206 -1.1148
O 0.187 -1.910 -0.321 -0.6829
H 3.898 -3.086 -0.123 0.5182
H 3.262 -1.704 0.794 0.2923
H 3.477 -1.580 -0.964 0.2430
H 2.097 -5.031 0.884 0.4044
H 0.343 -5.037 0.576 0.3617
H 1.011 -4.019 1.862 0.3387
H 2.352 -4.377 -2.340 0.3992
H 1.354 -3.057 -2.992 0.3413
H 0.576 -4.480 -2.276 0.3733
F -2.003 2.955 0.860 -0.2170
B -0.815 2.540 0.462 0.3549
F 0.072 3.512 0.397 -0.1941
```

C35H25F5N5O2PdS2Si as an isolated structure in a non-equilibrium geometry. Source: the Open Molecules 2025 dataset; level of theory: ωB97M-V/def2-TZVPD.

Output
- Frontier orbital gap (alpha / beta): 6.5206 / 6.0673 eV
- Charge: -1
- HOMO level (alpha / beta): -0.1603 / -0.1433 Ha

The geometry in XYZ format:
```
76
Properties=species:S:1:pos:R:3:mulliken_charge:R:1
Pd 0.074 -0.115 -1.403 -0.7676
N 5.866 -0.551 3.765 -0.6193
C 5.362 -0.422 2.465 1.0464
C 4.323 -1.245 2.028 -0.8747
C 3.851 -1.148 0.734 -0.1531
C 4.407 -0.227 -0.142 -0.6594
C 5.439 0.590 0.280 -0.2553
C 5.920 0.491 1.577 -0.7323
S 3.768 -0.102 -1.796 1.2372
O 3.498 -1.439 -2.265 -0.7452
O 4.685 0.717 -2.548 -0.7559
N 2.323 0.580 -1.601 -0.5168
C 2.145 1.803 -1.135 0.3256
N 3.093 2.642 -0.687 -0.4592
C 2.686 3.794 -0.192 -0.2803
C 1.353 4.185 -0.109 -0.9109
C 0.431 3.275 -0.600 0.1787
N 0.797 2.120 -1.117 0.0897
H 5.196 -0.922 4.423 0.2277
H 6.297 0.290 4.120 0.2196
H 3.887 -1.967 2.706 0.3471
H 3.047 -1.789 0.401 0.5500
H 5.850 1.310 -0.412 0.4666
H 6.732 1.131 1.902 0.2865
H 3.469 4.454 0.171 0.4057
H 1.054 5.132 0.310 0.3949
H -0.636 3.481 -0.585 0.3620
S -4.807 -0.811 -1.592 -0.2932
C -3.117 -1.164 -1.748 -0.6368
N -2.358 -0.183 -2.125 0.5956
C -3.095 0.958 -2.318 -0.6276
C -2.561 2.186 -2.712 -0.4315
C -3.420 3.258 -2.839 -0.7516
C -4.790 3.121 -2.586 -0.4575
C -5.329 1.908 -2.206 -0.5060
C -4.467 0.824 -2.076 1.0201
H -2.722 -2.149 -1.551 0.4213
H -1.494 2.278 -2.890 0.5253
H -3.029 4.222 -3.138 0.4053
H -5.436 3.983 -2.686 0.3867
H -6.388 1.806 -2.008 0.4090
C -3.129 3.466 1.957 -0.5844
C -3.602 2.344 1.291 -0.5671
C -2.754 1.282 1.036 0.1960
C -1.414 1.297 1.434 0.5838
C -0.966 2.435 2.109 -0.3838
C -1.807 3.504 2.369 -0.5885
Si -0.219 -0.109 0.984 0.8483
C -0.800 -1.671 1.881 0.0760
C -2.050 -2.246 1.634 0.1426
C -2.434 -3.434 2.229 -0.8116
C -1.567 -4.089 3.093 -0.5007
C -0.326 -3.536 3.358 -0.5329
C 0.046 -2.344 2.761 -0.2400
H -3.787 4.302 2.155 0.3956
H -4.632 2.301 0.960 0.4239
H -3.147 0.424 0.506 -0.2093
H 0.067 2.485 2.430 0.3819
H -1.427 4.373 2.894 0.3954
H 1.075 0.260 1.650 -0.4499
H -2.742 -1.757 0.956 0.2648
H -3.409 -3.856 2.014 0.3999
H -1.856 -5.027 3.551 0.3628
H 0.360 -4.041 4.028 0.3717
H 1.025 -1.928 2.970 0.3054
F 0.812 -3.112 0.018 -0.2924
C 0.299 -3.244 -1.222 1.0586
C 0.033 -2.124 -1.983 -1.0701
C -0.452 -2.396 -3.250 1.1003
F -0.732 -1.385 -4.101 -0.3804
C -0.677 -3.678 -3.740 0.0931
F -1.146 -3.872 -4.981 -0.3361
C -0.406 -4.770 -2.927 0.8571
F -0.607 -6.017 -3.372 -0.3453
C 0.093 -4.548 -1.652 -0.1040
F 0.372 -5.593 -0.859 -0.3274
```